Entry from the Open Molecules 2025 dataset: a molecular structure, CH8NaO7 (ωB97M-V with the def2-TZVPD basis set).

Values from the calculation:
Charge: -1
HOMO level: -1.147 eV

```
17
Properties=species:S:1:pos:R:3:nbo_charge:R:1
Na -13.282 17.436 -0.793 0.592
O -11.695 20.264 3.445 -0.770
O -14.608 14.680 -2.818 -0.943
O -9.982 19.020 -2.485 -0.960
O -16.013 20.076 1.007 -0.947
O -13.751 18.445 -4.073 -0.947
O -11.295 19.899 1.407 -0.875
O -12.716 18.701 2.522 -0.813
C -11.869 19.610 2.435 0.889
H -16.614 19.446 0.609 0.448
H -14.194 19.203 -4.454 0.473
H -14.903 14.902 -3.701 0.467
H -13.477 17.923 -4.827 0.467
H -9.995 19.468 -1.639 0.494
H -14.119 13.864 -2.926 0.469
H -15.227 19.567 1.203 0.494
H -10.371 19.647 -3.095 0.461
```

***

Entry from the Open Molecules 2025 dataset: a molecular structure, C4H6EuO5 (ωB97M-V with the def2-TZVPD basis set).

Values from the calculation:
⟨S²⟩: 15.76
Charge: +2
HOMO level (spin up / spin down): -14.048 / -14.048 eV
Spin multiplicity: 8

```
16
Properties=species:S:1:pos:R:3:nbo_charge:R:1
Eu 1.299 0.725 -4.530 1.956
O -0.414 -1.751 0.860 -0.529
O -1.011 2.528 -1.772 -0.605
O -1.758 -2.604 2.212 -0.644
O 0.430 0.818 -2.000 -0.939
O 0.050 1.821 -0.035 -0.540
C 0.634 -0.924 0.433 -0.200
C -0.702 -1.833 2.143 0.395
C -0.035 1.804 -1.280 0.995
C 0.769 0.317 1.120 -0.011
H 1.797 0.688 1.094 0.226
H -1.231 2.292 -2.683 0.476
H -2.113 -2.576 3.108 0.519
H 0.559 -0.260 -1.138 0.376
H 1.553 -1.520 0.447 0.253
H 0.174 0.474 2.021 0.271
```

***

no.,maximum force (hartree/bohr)
1,0.11255
2,0.09935